1.
Density functional theory data (the ωB97M-V functional and the def2-TZVPD basis) for one molecule with the formula C5H14P2.

```
21
Properties=species:S:1:pos:R:3
H 2.6290 1.2967 1.0088
H 2.4788 -0.3340 0.1665
H -1.9259 -0.2339 2.1352
P -2.4065 0.9299 -0.2226
H -2.2269 0.7625 -1.6649
C -0.3068 -1.2034 -0.6859
C 2.0790 0.3894 0.8836
H -0.6851 -0.8288 -1.7126
H -0.5823 2.4207 -0.8538
H -3.4150 0.0284 0.0489
H -1.8945 -1.7825 1.4502
P 0.4087 1.1115 0.6840
H 0.6129 1.3434 -1.8080
H -0.7641 -2.1688 -0.3908
H 0.7745 -1.2095 -0.6451
C -0.7364 -0.2923 0.3755
C -1.2680 -0.8970 1.6897
C 0.4440 1.9361 -0.9126
H 2.0729 -0.1077 1.8219
H -0.3804 -1.0033 2.2295
H 1.2573 2.7716 -0.7876
```

Calculated values
* charge: 0
* M: 136.115 g mol⁻¹
* ΔE to the lowest compared entry with this formula, charge and spin: 178.4 kJ/mol
* SMILES: CP(C)C(C)(C)P
* 2S+1: 1
* electronic energy: -881.521473 Eh
* E_HOMO: -8.24 eV
* HOMO-LUMO gap: 9.19 eV

2.
Density functional theory data (the ωB97M-V functional and the def2-TZVPD basis) for a 2-piece molecular cluster, H4S2 overall.

```
6
Properties=species:S:1:pos:R:3
S 1.9310 -0.1474 -2.5489
H -2.0779 0.2404 1.1351
S -1.4798 0.4032 2.3299
H 1.7126 -0.6459 -1.3178
H 1.4592 1.0636 -2.1987
H -1.5452 -0.9137 2.6003
```

Calculated values
* charge: 0
* M: 68.166 g mol⁻¹
* ΔE to the lowest compared entry with this formula, charge and spin: 4.0 kJ/mol
* SMILES: S.S
* 2S+1: 1
* electronic energy: -798.747888 Eh
* E_HOMO: -9.79 eV
* HOMO-LUMO gap: 10.48 eV

3.
Density functional theory data (the ωB97M-V functional and the def2-TZVPD basis) for C40H40FN5O4ReS2SeSi as an isolated structure.

```
95
Properties=species:S:1:pos:R:3
C 1.3824 -0.8990 -2.2964
C -3.4276 1.2121 1.5910
H 4.2919 -4.9110 -4.1023
C 1.5663 5.7709 -1.2547
S 2.7208 -7.4193 -1.8730
H 3.3654 -6.0467 0.5825
H -0.5756 4.4117 2.0723
H 5.0062 -5.2346 -2.5136
H -3.6594 5.0579 1.7776
H 0.9452 5.8438 -3.3049
C 2.0940 4.9750 -0.2503
H 1.1072 -0.9870 3.4628
H -1.9819 2.0970 5.2826
H -0.0275 3.3552 3.3688
C 0.8590 -5.4061 -1.6040
H 2.3134 -4.1286 1.7345
C 0.2573 -4.3454 -0.9543
C 2.2128 3.1010 -1.7648
H -4.8101 4.4051 2.9324
H 3.3323 -4.7015 -2.6124
C 2.5756 -1.1581 -1.4398
H 2.2484 5.3844 0.7398
Re -1.9958 0.5249 0.2583
H 0.4682 -5.7695 -2.5456
H -2.3308 -0.1368 3.5717
C 4.9078 -1.7511 -1.2075
C 3.7102 -6.7455 -3.2112
C 4.0910 -5.3003 -3.1053
H 1.6079 -0.5752 0.3830
H 1.5840 -1.0690 -3.3530
N -4.3774 0.7872 -4.8562
Se -1.3259 3.2844 -0.7280
C 2.4100 3.6510 -0.5022
N -0.5857 -0.9341 -5.8101
H 1.5139 3.4927 -3.7531
H 0.1891 0.2467 4.3740
O 0.0176 0.3478 2.3005
H -3.7248 2.1797 5.0641
H -0.6683 4.9621 3.7500
C -1.8942 -1.0176 3.1038
C -4.4028 -1.6314 0.1624
H 3.8439 -1.7428 -3.0665
O -2.3988 0.6390 -1.8588
H -6.7141 0.2829 1.8408
H 1.6287 0.7188 3.4488
C 1.9038 -4.4914 0.8015
H -1.3169 -1.5793 3.8453
C 0.1613 -2.7669 0.9141
C -2.0949 0.0144 -3.9676
H -5.1915 1.9015 2.4902
C 2.5003 -5.5580 0.1546
H -0.6150 -3.8636 -1.3764
C -0.7799 4.0951 3.0953
C 2.5238 -0.9295 -0.0613
C -4.7912 1.0921 1.8816
C -3.7772 4.7326 2.8097
S 0.7449 0.8413 -2.1302
H 0.5156 -1.4777 -1.9737
C 1.9840 -6.0134 -1.0530
C 2.4547 1.6572 -2.0146
C 0.7604 0.0562 3.4563
C 0.7718 -3.8703 0.2606
H -3.6176 5.6010 3.4514
N -3.0432 5.6528 -0.3480
H 2.8049 3.0280 0.2913
H -2.8441 3.5852 5.6723
H 5.7230 -1.6676 0.7747
H -4.5860 -2.6050 -0.2889
H 1.2974 6.7988 -1.0508
C -2.7994 2.7487 4.9722
C 3.6474 -1.1116 0.7258
C 3.7829 -1.5671 -1.9987
H 3.5864 -0.9149 1.7890
C -1.0021 -0.5962 1.9250
C -3.1392 -1.1534 -0.0152
H 2.8692 1.4556 -3.0044
C 1.6865 3.9122 -2.7691
C 1.3676 5.2343 -2.5171
Si -2.5211 3.3593 3.1773
N -2.5792 2.0396 2.1035
C -0.3900 -1.7902 1.3682
C -3.3600 0.4505 -4.4347
H -6.4349 -1.6687 0.6931
C -1.2420 -0.5216 -4.9551
C 4.8440 -1.5269 0.1577
C -2.4027 4.6947 -0.4974
C -5.5355 -1.0680 0.7951
C -5.6972 0.1052 1.4957
O 0.2530 0.8699 -0.7255
N -1.6598 0.0989 -2.7190
H -2.6937 -1.6506 2.7232
H 3.0480 1.1881 -1.2370
H 5.8377 -2.0676 -1.6638
F -2.3770 -2.0797 -0.7746
O 4.0733 -7.4945 -4.0823
```

Calculated values
* charge: -2
* <S²>: 1.102
* M: 1031.176 g mol⁻¹
* ΔE to the lowest compared entry with this formula, charge and spin: 444.6 kJ/mol
* 2S+1: 2
* electronic energy: -5788.266728 Eh
* E_HOMO (spin up / spin down): -1.02 / -1.34 eV
* HOMO-LUMO gap (spin up / spin down): 4.54 / 4.86 eV

4.
Density functional theory data (the ωB97M-V functional and the def2-TZVPD basis) for a 2-piece molecular cluster, C3H7NO overall.

```
12
Properties=species:S:1:pos:R:3
N 0.2772 0.2198 -0.5842
C -0.2652 0.7108 -1.6291
O -0.8200 1.7217 2.1743
C 0.4844 -1.1556 -0.5640
H -0.4773 2.4903 2.7025
H 0.7517 -2.7945 0.5657
H -0.5825 1.7668 -1.7913
C 0.2623 -1.8697 0.5332
H 1.0806 -1.4575 -1.4853
H -0.4707 -1.6563 1.2539
H -0.1568 1.6601 1.4624
H -0.0836 0.3640 -2.6381
```

Calculated values
* charge: 0
* M: 73.095 g mol⁻¹
* ΔE to the lowest compared entry with this formula, charge and spin: 304.4 kJ/mol
* SMILES: C=CN=C.O
* 2S+1: 1
* electronic energy: -248.410550 Eh
* E_HOMO: -9.44 eV
* HOMO-LUMO gap: 9.81 eV

5.
Density functional theory data (the ωB97M-V functional and the def2-TZVPD basis) for C9H11Br3Co2F6N3O13 as an isolated structure.

```
47
Properties=species:S:1:pos:R:3
O 4.9589 1.6775 -2.5462
F -4.4113 -0.4716 5.9399
H 0.0296 -0.2984 3.7742
C 2.1737 -4.6458 -0.1560
H -1.6973 -2.2767 -0.9445
H -1.9257 -1.4364 -2.5296
F -3.2967 3.0323 -3.2926
H -1.8861 -0.4873 0.3128
O 3.2131 3.4802 -0.4817
O 1.9132 -1.1315 -0.4460
F -1.6072 3.9826 -2.4058
H 1.0137 -1.8403 2.1125
C -1.7831 1.7471 -2.0647
H -3.2342 -1.5422 -1.3250
F -5.1656 -0.2688 3.8747
O -1.9566 -1.1016 3.5060
O 3.3579 0.4991 -0.2028
N 2.4906 3.8787 -1.3703
C -0.0547 -1.9234 2.3123
H 2.2119 -3.7677 -0.8007
F -3.2658 3.3973 -1.1601
O -0.7724 1.5082 -2.7445
H -0.0070 -2.7798 2.9848
C -0.6535 -0.7010 3.0262
Br 3.6458 -4.3367 1.1204
N 4.4575 2.1901 -3.5390
O 2.9956 4.6505 -2.1040
H -0.5562 -2.1416 1.3694
O 3.3184 1.8699 -3.8427
O 1.4887 3.1609 -1.6392
F -4.2458 -2.1842 4.5879
O -2.5108 0.9193 4.4712
O 1.9830 0.4334 -1.7494
C -1.5792 -0.2946 -0.7152
C -2.1583 -1.4371 -1.4647
C -2.8704 -0.2001 4.1926
C -4.2029 -0.8272 4.6495
Co 4.8701 2.1066 -0.3792
Br 2.6426 -6.1212 -1.3452
Co 1.3122 1.6835 -3.2479
C -2.5244 3.0769 -2.2219
H -0.4901 -0.3381 -0.7261
H -0.8108 0.1199 2.3266
N 2.4883 -0.1181 -0.7983
Br 0.3766 -4.9880 0.7506
O 4.9639 3.2836 -3.8694
O -2.2396 0.9618 -1.1990
```

Calculated values
* charge: +1
* <S²>: 12.011
* M: 840.761 g mol⁻¹
* 2S+1: 7
* electronic energy: -12577.930204 Eh
* E_HOMO (spin up / spin down): -12.29 / -12.29 eV
* HOMO-LUMO gap (spin up / spin down): 5.94 / 5.50 eV

Q: Which of these has the lowest charge?
A: C40H40FN5O4ReS2SeSi